# 1
Molecular formula: C30H51F5O21
Method: DFT, ωB97M-V/def2-TZVPD

Its HOMO energy is -0.348 Ha. As for the SMILES: O=C1OC[C@@H](F)O1.O=C1OC[C@@H](F)O1.O=C1OC[C@@H](F)O1.O=C1OC[C@@H](F)O1.O=C1OC[C@@H](F)O1.C1CCOC1.C1CCOC1.C1CCOC1.CO.CO.CO.

Last column: Löwdin charge in e.
Cartesian coordinates (Å):
C 5.68861 -1.53082 -0.68546  -0.033
C 4.71736 -0.41279 -1.02915  -0.335
O 4.46069 0.17611 0.25523  0.113
C 4.72896 -0.82369 1.19084  -0.533
O 4.49193 -0.67009 2.35963  0.158
O 5.20965 -1.89897 0.61018  0.097
F 3.58426 -0.90193 -1.46857  0.110
H 6.74459 -1.26077 -0.69442  0.144
H 5.62366 -2.41567 -1.31866  0.144
H 5.12077 0.32862 -1.71884  0.156
C 2.14650 -0.61460 4.50187  -0.061
C 1.18796 -1.69272 3.96257  -0.250
O -0.07402 -1.26947 4.54334  0.117
C 0.16057 -0.52208 5.59946  -0.523
O -0.63224 -0.19978 6.53248  0.094
O 1.50017 -0.36438 5.74418  0.070
F 1.53751 -2.89676 4.50767  0.060
H 2.19389 0.20892 3.78937  0.132
H 3.13009 -1.06443 4.63718  0.136
H 1.13471 -1.88314 2.89065  0.150
C -4.95947 3.67553 -0.27520  -0.043
C -4.53517 2.22206 -0.33338  -0.296
O -4.56213 2.05465 -1.74170  0.129
C -4.35084 3.22654 -2.36813  -0.626
O -4.12758 3.46255 -3.50570  0.191
O -4.40201 4.13963 -1.47400  0.093
F -5.45109 1.37157 0.15218  0.089
H -4.62508 4.19666 0.62185  0.139
H -6.04343 3.78108 -0.23065  0.148
H -3.56133 1.95297 0.07567  0.160
C 2.37440 0.84739 -6.06483  -0.037
C 1.37946 1.25068 -4.97751  -0.350
O 2.15261 1.93232 -4.08723  0.167
C 3.39789 1.64675 -4.20801  -0.497
O 4.25589 2.04218 -3.37416  0.093
O 3.55839 0.83046 -5.29499  0.079
F 0.81349 0.15300 -4.47492  0.097
H 2.35486 1.65412 -6.79757  0.145
H 2.26368 -0.16613 -6.45033  0.155
H 0.63846 1.87931 -5.47132  0.168
C 0.97065 0.57779 -1.02815  -0.064
C -0.16155 1.58161 -0.72602  -0.281
O -1.11967 0.82621 0.01663  0.125
C -0.51950 -0.24282 0.54293  -0.482
O -0.96305 -0.99624 1.39552  0.143
O 0.71931 -0.38971 -0.04836  0.040
F -0.70042 2.00829 -1.88061  0.072
H 1.95848 0.99654 -0.83601  0.128
H 0.94857 0.24796 -2.06682  0.120
H 0.12408 2.48558 -0.18812  0.151
C -2.39452 1.29814 4.05619  -0.174
C -1.13643 2.08918 3.84428  -0.160
C -1.53493 2.96992 2.72578  -0.202
O -2.86379 3.37986 3.08953  -0.124
C -3.47619 2.20359 3.58362  -0.222
H -2.63021 0.82121 5.00756  0.120
H -2.27390 0.45518 3.37577  0.103
H -0.32056 1.41071 3.59502  0.103
H -0.84504 2.73000 4.67646  0.131
H -1.56610 2.54095 1.72423  0.098
H -0.98918 3.89995 2.56676  0.124
H -4.17170 1.65611 2.94751  0.114
H -4.03693 2.55037 4.45161  0.121
C -1.43322 -5.62814 3.27573  -0.191
C -1.31455 -4.17410 2.92394  -0.187
C -2.30670 -4.11141 1.79841  -0.181
O -2.18083 -5.40937 1.15042  -0.150
C -1.49863 -6.36878 1.96663  -0.199
H -2.33167 -5.80719 3.86634  0.120
H -0.57229 -5.99424 3.83508  0.114
H -0.30298 -3.92786 2.60115  0.099
H -1.60246 -3.48285 3.71601  0.118
H -1.82279 -3.43763 1.09133  0.090
H -3.28132 -3.77634 2.15327  0.127
H -0.52769 -6.73689 1.63518  0.116
H -2.24022 -7.14751 2.14472  0.115
C 2.17454 -4.53936 -0.67648  -0.181
C 0.92496 -3.82690 -0.36048  -0.199
C 0.35792 -3.29892 -1.66787  -0.125
O 1.03409 -4.24123 -2.58406  -0.156
C 1.81545 -5.27727 -1.96486  -0.174
H 2.48675 -5.22115 0.11459  0.116
H 3.00040 -3.83734 -0.79150  0.102
H 1.04501 -2.97437 0.30800  0.098
H 0.24462 -4.50810 0.15061  0.104
H 0.67884 -2.29375 -1.94121  0.098
H -0.73020 -3.31656 -1.60625  0.120
H 2.62875 -5.68718 -2.56371  0.117
H 1.20361 -6.15130 -1.74164  0.113
C -2.33783 0.68092 -4.53269  -0.159
O -3.59446 0.89455 -5.15191  -0.114
H -2.09360 -0.38122 -4.51531  0.075
H -1.58211 1.21511 -5.10857  0.064
H -2.35734 0.99196 -3.48819  0.059
H -4.29794 0.84883 -4.50028  0.067
C 2.44574 4.28336 -1.51303  -0.129
O 1.82996 5.47171 -1.98891  -0.122
H 2.78907 4.37935 -0.48298  0.097
H 1.65153 3.54891 -1.64683  0.064
H 3.24278 3.97627 -2.19017  0.067
H 2.44579 6.19301 -1.84029  0.091
C -1.28230 5.20810 -0.88169  -0.129
O -0.15607 5.07748 0.01269  -0.132
H -1.47298 6.20968 -1.26715  0.087
H -1.28352 4.49934 -1.70979  0.070
H -2.17349 5.03455 -0.27857  0.064
H 0.53385 5.49887 -0.50504  0.023

=====

# 2
Molecular formula: C13H25NO3
Method: DFT, ωB97M-V/def2-TZVPD

Its HOMO energy is -0.163 Ha. The calculation puts the energy above the lowest of the compared OMol25 structures with the same formula, charge and spin at 5.015 eV.

Last column: Löwdin charge in e.
Cartesian coordinates (Å):
C -1.51776 1.41141 3.06337  -0.123
C -2.72558 0.67101 3.23992  -0.213
C -4.21794 -0.08368 3.20514  -0.266
C -5.01950 0.57294 1.91405  -0.214
C -6.38666 1.32908 2.44462  -0.278
O -7.22476 2.03793 1.65625  -0.110
O -6.71166 1.16513 3.89423  -0.056
H -0.77164 2.27007 2.70143  -0.025
H -4.08898 -1.22607 2.93578  0.013
H -4.33042 1.42019 1.43486  0.105
H -5.23236 -0.19827 1.05480  0.102
H -7.54106 1.71910 4.11580  0.124
C 2.03551 0.67145 1.16980  -0.051
C 1.87283 0.86731 -0.33057  -0.149
N 2.83242 0.01577 -1.19464  -0.231
C 4.28470 0.38946 -0.80898  0.013
C 2.70403 0.41695 -2.68436  -0.158
C 1.36993 0.14013 -3.34510  -0.060
C 2.70238 -1.52197 -0.95606  -0.048
C 1.29850 -2.13842 -1.08744  -0.195
O 0.39580 -1.60459 -0.12448  -0.209
C -0.96727 -1.70932 -0.52830  -0.063
H 3.00440 1.03732 1.52680  0.077
H 1.26812 1.24791 1.69520  0.073
H 1.92839 -0.37058 1.48093  0.084
H 2.07244 1.91613 -0.58231  0.134
H 0.84757 0.65334 -0.64274  0.111
H 4.39598 1.47439 -0.89724  0.112
H 4.96474 -0.12295 -1.49635  0.105
H 4.48239 0.06004 0.21398  0.099
H 3.50126 -0.10524 -3.22984  0.130
H 2.91220 1.49100 -2.72787  0.129
H 1.31413 -0.89056 -3.70343  0.078
H 1.27169 0.76512 -4.24010  0.096
H 0.50554 0.35196 -2.71067  0.081
H 3.07779 -1.70468 0.05624  0.130
H 3.38602 -1.99935 -1.66615  0.138
H 1.38082 -3.21407 -0.88863  0.140
H 0.90392 -2.04083 -2.09585  0.094
H -1.13700 -2.55177 -1.20530  0.092
H -1.25669 -0.77593 -1.02036  0.088
H -1.58421 -1.83684 0.36359  0.103

=====

# 3
Molecular formula: C5H10O2
Method: DFT, ωB97M-V/def2-TZVPD

Its HOMO energy is -0.354 Ha. The calculation puts the energy above the lowest of the compared OMol25 structures with the same formula, charge and spin at 1.664 eV. As for the SMILES: CC[C@@H](O)CC=O.

Last column: Löwdin charge in e.
Cartesian coordinates (Å):
C -2.37902 -0.52022 -0.38418  -0.101
C -1.09952 0.27904 -0.59900  -0.225
C -0.00711 -0.11761 0.37162  -0.404
O 0.31267 -1.48356 0.20370  -0.020
C 1.23957 0.82175 0.31135  -0.093
C 2.62555 0.27568 0.08659  -0.252
O 2.97340 -0.86366 -0.10794  0.056
H -3.15611 -0.21930 -1.09203  0.071
H -2.17983 -1.58756 -0.51061  0.074
H -2.76406 -0.36664 0.63169  0.077
H -0.72788 0.14417 -1.62243  0.123
H -1.30023 1.35263 -0.46313  0.117
H -0.43626 -0.00348 1.38253  0.140
H 1.04475 -1.67037 0.78029  0.075
H 1.34578 1.26696 1.28957  0.113
H 1.13180 1.60032 -0.46881  0.129
H 3.37652 1.09184 0.19079  0.121

=====

# 4
Molecular formula: C15H18N3O4S
Method: DFT, ωB97M-V/def2-TZVPD

Its HOMO energy is -0.119 Ha. As for the charge: -1.

Last column: Löwdin charge in e.
Cartesian coordinates (Å):
C -2.61477 -0.54447 4.07971  -0.155
C -1.85292 0.74581 3.94006  -1.095
S -0.16604 0.67105 4.00460  0.474
O -2.44743 1.82335 3.75541  -0.165
H -3.68290 -0.32234 4.10692  0.056
H -2.41228 -1.18080 3.20926  0.063
H -2.33468 -1.07945 4.99400  0.056
C 4.02957 3.73907 3.35659  -0.083
C 3.40689 2.63698 2.51679  -0.238
O 2.07670 3.02422 2.14771  -0.047
C 1.42102 2.10758 1.36173  -0.504
C 0.05267 2.55508 1.14400  0.048
C -0.81624 1.86869 0.34624  -0.301
C -2.16418 2.42080 -0.01742  -0.033
N -0.36619 0.65040 -0.07453  0.121
N -0.68678 0.25462 -1.25248  0.113
C -0.62062 -1.17368 -1.40118  -0.473
N -0.83359 -1.39828 -2.74799  0.109
C -0.59668 -2.57656 -3.44613  -0.227
C -0.48875 -2.49705 -4.85288  -0.041
C -0.17479 -3.63412 -5.58732  -0.108
C 0.00601 -4.86276 -4.93515  -0.115
C -0.11022 -4.94553 -3.53925  -0.084
C -0.41059 -3.80519 -2.77840  -0.007
O -0.45749 -1.99076 -0.50744  0.083
O 1.97620 1.09962 0.94828  0.080
H 5.03721 3.44586 3.66810  0.070
H 4.13370 4.67971 2.80412  0.070
H 3.46121 3.94881 4.26922  0.078
H 4.00299 2.48418 1.60297  0.122
H 3.34379 1.70562 3.10290  0.131
H -0.26820 3.49911 1.57190  0.126
H -2.24035 3.42295 0.42570  0.080
H -2.29175 2.51711 -1.10683  0.071
H -2.98560 1.81566 0.39865  0.089
H -1.03358 -0.53920 -3.25451  0.134
H -0.61860 -1.52622 -5.33945  0.107
H -0.06889 -3.55680 -6.66822  0.096
H 0.24143 -5.75401 -5.52205  0.093
H 0.04040 -5.90143 -3.03540  0.100
H -0.48566 -3.82764 -1.68820  0.102

=====

# 5
Molecular formula: C18H31BeF6N3O2PS3
Method: DFT, ωB97M-V/def2-TZVPD

Its HOMO energy (spin up / spin down) is -0.494 / -0.494 Ha. The spin multiplicity is 2. The calculation puts the energy above the lowest of the compared OMol25 structures with the same formula, charge and spin at 0.375 eV. As for the charge: +2.

Last column: Mulliken spin population.
Cartesian coordinates (Å):
Be -0.31750 0.37640 -0.38530  0.009
C 0.63590 -2.35230 3.72740  -0.019
C -0.33580 -1.29020 4.25210  0.047
S -0.67450 0.09690 3.12930  0.158
C -2.39240 -0.21830 2.58950  -0.007
C -2.56330 -1.43050 1.70420  0.018
S -1.81940 -1.32400 0.02020  0.011
C -0.88060 -2.89910 -0.00140  0.018
C 0.30840 -2.99150 0.94130  -0.048
S -0.13090 -3.57360 2.62540  0.689
H 0.98000 -2.93150 4.58610  0.022
H 1.49800 -1.90840 3.23810  0.009
H 0.12440 -0.83360 5.12990  0.017
H -1.28420 -1.73580 4.54180  0.000
H -2.70970 0.69050 2.08010  0.004
H -3.00500 -0.35190 3.48200  0.001
H -3.62490 -1.60680 1.53640  0.006
H -2.13510 -2.32000 2.16620  0.014
H -0.54510 -2.99120 -1.03460  -0.003
H -1.61810 -3.67930 0.19360  0.001
H 0.84860 -2.05610 1.03000  0.020
H 0.99590 -3.74310 0.54680  0.046
F 0.79470 0.21920 0.61650  -0.010
P 2.61570 0.53500 0.73920  -0.002
F 2.63390 -0.75790 1.66520  -0.002
F 2.25860 1.77130 -0.25560  0.000
F 4.13150 0.84310 0.79270  0.000
F 2.66640 -0.40700 -0.55800  0.000
F 2.18170 1.42170 1.98080  0.000
C 0.83500 7.34610 2.91450  0.000
C 0.84390 7.18460 1.39240  0.000
N 0.52640 5.84390 0.94410  0.000
C 1.60870 4.96500 0.58500  0.000
C 2.29420 4.37950 1.82440  0.000
C -0.78530 5.48650 0.96720  0.000
O -1.64120 6.21850 1.41550  0.000
C -1.23010 4.20360 0.29330  -0.001
C -2.32280 4.36240 -0.56490  0.000
C -2.85870 3.25430 -1.20030  0.000
C -2.25850 2.02710 -0.99980  0.000
N -1.21210 1.86110 -0.18250  -0.001
C -0.73010 2.91980 0.48180  -0.002
H 1.05430 8.37970 3.16180  0.000
H 1.58860 6.71360 3.37280  0.000
H -0.14170 7.10040 3.31900  0.000
H 1.82190 7.45550 0.99560  0.000
H 0.08560 7.86010 0.98390  0.000
H 2.34610 5.53630 0.01460  0.000
H 1.22630 4.16550 -0.05300  0.000
H 2.86030 5.14100 2.35080  0.000
H 2.98570 3.60400 1.51390  0.000
H 1.56690 3.94630 2.50730  0.000
H -2.74190 5.34780 -0.70850  0.000
H -3.72810 3.33810 -1.83590  0.000
H -2.61810 1.13400 -1.48590  0.000
H 0.06050 2.70760 1.18600  0.004
C -0.01270 -0.30520 -4.19020  0.000
C 0.62510 0.25800 -2.96950  0.000
N 1.80210 0.82430 -3.09340  0.000
O 0.03310 0.21630 -1.85890  -0.001
H -0.20700 0.49600 -4.90030  0.000
H -0.95020 -0.79990 -3.95470  0.000
H 0.66390 -1.00330 -4.67920  0.000
H 2.27930 0.84770 -3.98450  0.000
H 2.29900 1.17540 -2.28330  0.000

=====

# 6
Molecular formula: C6H12NO
Method: DFT, ωB97M-V/def2-TZVPD

Its HOMO energy (spin up / spin down) is 0.129 / -0.002 Ha. The spin multiplicity is 2. The calculation puts the energy above the lowest of the compared OMol25 structures with the same formula, charge and spin at 0.199 eV. As for the charge: -2.

Last column: Mulliken spin population.
Cartesian coordinates (Å):
C 2.07968 1.58762 1.31220  -0.003
O 2.39711 2.41244 2.30590  -0.002
C 0.67733 1.89987 0.51093  0.010
C -0.39276 0.81690 0.61788  0.040
C -0.61397 -0.12190 -0.55890  -0.360
C -1.60851 -0.99937 -0.59744  1.644
N -1.84198 -1.86418 -1.70068  -1.035
C -0.91102 -2.99944 -1.86898  2.842
H 1.87358 0.53762 1.67596  0.010
H 2.79348 1.49020 0.45121  -0.001
H 0.32337 2.86554 0.84233  -0.001
H 1.07294 1.98513 -0.49862  0.009
H -1.31849 1.25106 1.00084  0.034
H -0.15222 0.19802 1.48725  -0.021
H 0.06786 -0.00357 -1.39191  -0.012
H -2.38225 -1.05002 0.15790  -0.053
H -2.77349 -2.26602 -1.60587  -0.588
H -1.16414 -3.81466 -1.17802  -0.572
H -0.88581 -3.27740 -2.92630  -0.830
H 0.08614 -2.63912 -1.59061  -0.110

=====

Q: Which formula does entry 1 have?
A: C30H51F5O21